[1]
# CH5N4O2

A gas-phase ion, CH5N4O2 (charge +1) at a distorted geometry (ωB97M-V/def2-TZVPD, the Open Molecules 2025 dataset).

XYZ file:
```
12
Properties=species:S:1:pos:R:3
O 0.2405 1.8178 0.3239
O -1.0613 0.7399 2.6373
N 0.7036 0.0530 -1.5766
N -0.8078 -0.0280 1.7993
N -0.2081 0.5455 0.4508
N 0.1261 -1.6090 -0.0132
C 0.2407 -0.3840 -0.4279
H 0.9714 -0.6819 -2.2793
H -0.5109 2.5510 0.4220
H 0.8063 1.1352 -1.5403
H -0.3680 -1.7261 0.8719
H -0.1325 -2.4134 -0.6679
```

Computed properties:
Lowest unoccupied orbital energy in eV: -5.219
Electronic energy in eV: -11162.5372
Multiplicity: 1
Orbital gap in eV: 9.6118
Total charge: +1
HOMO in eV: -14.831

[2]
# CH5N5

2 unconnected molecules or ions with the total composition CH5N5 at a distorted geometry (ωB97M-V/def2-TZVPD, the Open Molecules 2025 dataset).

XYZ file:
```
11
Properties=species:S:1:pos:R:3
N -0.9768 -0.6426 -0.2488
N -0.1117 1.8540 -0.6452
N -0.0090 -0.6921 0.6275
N -1.8344 0.3069 -0.0829
N 0.9293 -1.6880 0.2767
C 0.9034 1.3575 -0.3125
H -0.4465 2.6736 -1.1301
H -1.6534 0.7588 0.8320
H 1.0921 -2.2744 1.0875
H 0.5718 -2.2464 -0.4979
H 1.5352 0.5928 0.0938
```

Computed properties:
Lowest unoccupied orbital energy (alpha / beta) in eV: 0.014 / 0.020
Electronic energy in eV: -8562.4876
Multiplicity: 1
Orbital gap (alpha / beta) in eV: 7.5611 / 7.5759
Total charge: 0
HOMO (alpha / beta) in eV: -7.547 / -7.556

[3]
# CH5N7

CH5N7 in the gas phase at a distorted geometry (ωB97M-V/def2-TZVPD, the Open Molecules 2025 dataset).

XYZ file:
```
13
Properties=species:S:1:pos:R:3
N 0.7302 0.6138 -0.0602
N 2.1021 0.6576 -0.0287
N -2.0564 -0.1950 -0.0281
N -0.9751 -1.1700 -0.2161
N 0.0206 1.7570 -0.1848
N 1.4378 -1.3731 -0.0617
N 2.4990 -0.5451 -0.0370
C 0.2202 -0.6697 -0.0693
H -0.9554 1.5481 -0.0605
H 1.5404 -2.3600 -0.0280
H -2.1774 -0.1386 0.9299
H 0.4501 2.6130 0.0637
H -2.8361 -0.7381 -0.2192
```

Computed properties:
Lowest unoccupied orbital energy in eV: 1.088
Electronic energy in eV: -11544.6315
Multiplicity: 1
Orbital gap in eV: 8.7742
Total charge: 0
HOMO in eV: -7.686

[4]
# CH5N7

CH5N7 in the gas phase at a distorted geometry (ωB97M-V/def2-TZVPD, the Open Molecules 2025 dataset).

XYZ file:
```
13
Properties=species:S:1:pos:R:3
N 0.7829 0.4217 -0.3177
N -1.5720 0.8168 0.0735
N -1.2233 -0.3488 0.9028
N -2.3612 1.5510 0.4188
N -0.9357 -1.5782 0.4587
N 0.8677 -0.8126 -0.5976
N 1.9983 1.1009 -0.1866
C -0.0222 -1.7163 -0.4676
H 2.0221 2.0550 -0.3648
H -0.9813 0.9247 -0.7429
H 0.1843 -2.7146 -1.0009
H 2.8762 0.6059 -0.0576
H -1.6357 -0.3054 1.8819
```

Computed properties:
Lowest unoccupied orbital energy (alpha / beta) in eV: 0.045 / 0.046
Electronic energy in eV: -11541.6228
Multiplicity: 1
Orbital gap (alpha / beta) in eV: 8.2293 / 8.2320
Total charge: 0
HOMO (alpha / beta) in eV: -8.184 / -8.186

[5]
# CH5NO2

2 unconnected molecules or ions with the total composition CH5NO2 at a distorted geometry (ωB97M-V/def2-TZVPD, the Open Molecules 2025 dataset).

XYZ file:
```
9
Properties=species:S:1:pos:R:3
O 0.5005 -1.1486 0.4496
O -2.4348 -0.5238 0.6570
N 1.1772 -0.3535 -0.2950
C 0.9096 0.8856 -0.5174
H -2.0147 0.1492 1.2280
H -1.7613 -1.0692 0.1616
H 0.1385 1.2008 0.2055
H 1.8881 -0.7164 -0.9699
H 1.5970 1.5758 -0.9194
```

Computed properties:
Lowest unoccupied orbital energy (alpha / beta) in eV: 0.418 / 0.418
Electronic energy in eV: -6700.2690
Multiplicity: 1
Orbital gap (alpha / beta) in eV: 10.0493 / 10.0486
Total charge: 0
HOMO (alpha / beta) in eV: -9.631 / -9.630

[6]
# CH5NO3S2

CH5NO3S2 in the gas phase at a distorted geometry (ωB97M-V/def2-TZVPD, the Open Molecules 2025 dataset).

XYZ file:
```
12
Properties=species:S:1:pos:R:3
S -0.1921 1.0019 0.6238
S -0.4030 -0.3569 -1.1660
O 0.9818 -0.3198 -1.6926
O -1.2110 2.0583 0.5207
O -0.0340 0.1870 1.8162
N 1.3307 1.5903 0.1860
C -0.6989 -1.8954 -0.1802
H 1.0960 2.5887 0.2392
H -1.8101 -1.8238 -0.0644
H 1.7765 1.3791 -0.6920
H -0.3982 -2.9531 -0.4233
H -0.4376 -1.4561 0.8327
```

Computed properties:
Lowest unoccupied orbital energy (alpha / beta) in eV: 0.610 / -3.335
Electronic energy in eV: -30415.0572
Multiplicity: 3
Orbital gap (alpha / beta) in eV: 6.7725 / 7.5046
⟨S²⟩: 2.0094
Total charge: 0
HOMO (alpha / beta) in eV: -6.162 / -10.839